DFT (ωB97M-V with the def2-TZVPD basis set) results for a cluster of 22 separate species, C42H126ClO25 in total in a non-equilibrium geometry.

Calculated values
LUMO level ... 1.97 eV
HOMO level ... -7.5 eV
Kohn-Sham gap ... 0.3479 Ha
Calculated total energy ... -109303.219 eV

```
! RIJCOSX wB97M-V def2-TZVPD def2/J DEFGRID3
* xyz -1 1
Cl 0.400 -0.198 -0.322
O 1.115 1.046 -0.149
O 1.084 -1.268 0.386
O -0.963 -0.001 0.158
O 0.323 -0.581 -1.733
O 1.637 3.539 -4.716
H 1.353 2.847 -5.313
H 1.190 3.344 -3.892
O 2.251 -3.753 -4.829
H 2.594 -4.458 -4.280
H 2.478 -2.951 -4.359
O -1.678 -3.085 -3.655
H -1.184 -3.536 -2.970
H -2.252 -2.484 -3.181
O 4.138 -1.173 1.880
H 4.358 -1.770 1.165
H 3.390 -0.673 1.553
O -0.710 -0.686 -4.652
H -0.854 -1.588 -4.365
H -0.353 -0.243 -3.882
O -0.289 -3.438 -6.075
H 0.648 -3.562 -5.925
H -0.656 -3.305 -5.201
O 0.059 1.581 -6.206
H -0.779 2.042 -6.221
H -0.070 0.868 -5.580
C -4.660 -1.645 -6.202
C -3.457 -1.143 -6.951
C -3.808 -0.660 -8.335
O -2.893 -0.138 -6.224
H -5.344 -0.870 -5.857
H -4.301 -2.178 -5.322
H -5.242 -2.429 -6.687
H -2.688 -1.908 -7.055
H -4.451 0.219 -8.302
H -4.418 -1.417 -8.827
H -2.952 -0.524 -8.996
H -2.373 -0.473 -5.490
C -3.878 -3.648 2.784
C -3.760 -4.534 1.506
C -2.611 -5.546 1.736
O -4.968 -5.270 1.527
H -4.299 -4.191 3.631
H -4.589 -2.830 2.661
H -2.922 -3.219 3.084
H -3.679 -3.893 0.627
H -2.636 -5.949 2.748
H -1.663 -5.019 1.628
H -2.536 -6.407 1.072
H -5.676 -4.624 1.580
C 2.150 3.518 2.802
C 2.421 5.059 2.759
C 2.647 5.642 4.194
O 3.506 5.311 1.911
H 1.353 3.233 3.489
H 3.062 2.996 3.093
H 1.889 3.078 1.839
H 1.543 5.541 2.329
H 2.716 6.726 4.110
H 3.549 5.161 4.573
H 1.791 5.408 4.826
H 4.282 4.794 2.140
C 5.407 2.081 1.035
C 5.860 2.639 2.384
C 7.303 2.317 2.742
O 5.807 4.047 2.358
H 4.325 2.195 0.959
H 5.486 1.009 0.854
H 5.843 2.698 0.249
H 5.157 2.301 3.146
H 7.608 2.805 3.668
H 8.081 2.511 2.004
H 7.436 1.255 2.947
H 6.521 4.328 1.781
C 2.745 -0.230 -4.409
C 3.774 -0.874 -3.475
C 4.347 0.159 -2.504
O 3.137 -1.889 -2.625
H 2.507 -0.996 -5.148
H 2.982 0.738 -4.851
H 1.803 -0.110 -3.874
H 4.554 -1.406 -4.021
H 4.807 0.962 -3.082
H 5.195 -0.302 -1.999
H 3.638 0.589 -1.797
H 2.298 -1.609 -2.253
C 3.873 4.391 -1.411
C 3.071 5.700 -1.510
C 1.562 5.477 -1.179
O 3.614 6.537 -0.541
H 3.764 4.000 -0.400
H 4.961 4.448 -1.439
H 3.543 3.497 -1.940
H 3.191 6.187 -2.478
H 1.162 4.647 -1.761
H 0.941 6.266 -1.603
H 1.439 5.265 -0.117
H 3.392 6.121 0.296
C -1.410 3.628 -1.052
C -1.351 2.655 -2.227
C -1.963 3.220 -3.536
O 0.027 2.430 -2.570
H -2.423 3.690 -0.654
H -1.277 4.664 -1.363
H -0.739 3.445 -0.213
H -1.847 1.718 -1.974
H -1.440 4.153 -3.748
H -2.957 3.567 -3.254
H -1.819 2.633 -4.443
H 0.489 2.003 -1.846
C 1.438 -4.832 0.256
C 0.929 -4.647 -1.195
C 0.740 -5.891 -1.984
O -0.280 -3.943 -1.290
H 2.467 -5.176 0.151
H 0.843 -5.649 0.664
H 1.424 -3.970 0.923
H 1.654 -4.021 -1.715
H 0.456 -5.641 -3.006
H -0.097 -6.445 -1.559
H 1.679 -6.437 -1.895
H -0.224 -3.151 -0.749
C 1.545 0.040 4.125
C 1.227 -1.425 4.630
C 1.846 -2.597 3.880
O 1.473 -1.457 5.986
H 2.521 0.020 3.640
H 1.475 0.849 4.852
H 0.874 0.373 3.333
H 0.150 -1.556 4.518
H 1.855 -2.473 2.797
H 1.239 -3.464 4.141
H 2.876 -2.793 4.177
H 2.407 -1.238 6.029
C 5.781 -4.596 0.717
C 5.592 -3.829 -0.596
C 5.201 -4.750 -1.791
O 4.620 -2.844 -0.373
H 4.850 -4.891 1.202
H 6.354 -3.923 1.355
H 6.342 -5.498 0.473
H 6.497 -3.267 -0.826
H 5.240 -4.170 -2.712
H 4.201 -5.153 -1.626
H 5.990 -5.494 -1.682
H 4.350 -2.524 -1.237
C -4.622 0.366 -1.636
C -3.977 -1.047 -1.461
C -4.753 -2.266 -2.007
O -2.785 -1.004 -2.099
H -5.624 0.409 -1.210
H -4.616 0.672 -2.683
H -3.949 1.021 -1.084
H -3.841 -1.226 -0.395
H -5.720 -2.442 -1.537
H -4.189 -3.197 -1.933
H -4.864 -2.041 -3.068
H -2.272 -0.387 -1.572
C -3.338 0.033 7.301
C -3.424 -0.658 5.962
C -2.263 -0.215 5.097
O -3.281 -2.052 6.148
H -4.226 -0.108 7.917
H -3.265 1.119 7.235
H -2.402 -0.267 7.772
H -4.350 -0.579 5.394
H -1.319 -0.166 5.639
H -2.464 0.793 4.735
H -2.224 -0.797 4.176
H -2.425 -2.180 6.565
C -3.306 3.597 2.320
C -2.693 4.064 3.662
C -1.210 4.190 3.582
O -3.138 5.370 3.947
H -4.379 3.519 2.499
H -2.870 2.682 1.920
H -3.167 4.350 1.544
H -3.007 3.461 4.514
H -0.780 4.499 4.535
H -0.846 4.855 2.799
H -0.848 3.172 3.445
H -2.836 5.897 3.204
C -5.759 0.325 1.595
C -5.784 -0.002 3.105
C -6.525 0.900 4.018
O -6.396 -1.263 3.276
H -5.391 -0.552 1.063
H -4.999 1.088 1.425
H -6.740 0.652 1.249
H -4.767 -0.224 3.429
H -7.535 0.930 3.610
H -6.129 1.915 3.989
H -6.645 0.553 5.044
H -6.351 -1.539 4.194
*
```

DFT (ωB97M-V with the def2-TZVPD basis set) results for a structure of composition C42H27F4N10Y.

Calculated values
LUMO level (alpha / beta) ... -1.56 / -1.51 eV
HOMO level (alpha / beta) ... -6.4 / -6.5 eV
Kohn-Sham gap (alpha / beta) ... 0.1797 / 0.1850 Ha
Calculated total energy ... -70812.183 eV

```
! RIJCOSX wB97M-V def2-TZVPD def2/J DEFGRID3
* xyz 0 1
Y 0.327 0.062 -0.049
C 2.382 1.192 -6.488
C 1.675 2.395 -6.350
C 0.907 2.650 -5.229
C 0.877 1.677 -4.236
C 0.171 1.598 -2.962
N -0.714 2.505 -2.564
C -1.503 2.368 -1.516
C -2.554 3.322 -1.165
C -2.948 4.527 -1.729
C -3.988 5.207 -1.118
C -4.624 4.695 0.021
C -4.237 3.488 0.576
C -3.190 2.812 -0.034
C -2.520 1.552 0.283
N -2.872 0.782 1.307
C -2.370 -0.423 1.526
N -1.480 -1.105 0.760
C -1.245 -2.330 1.328
N -0.474 -3.287 0.865
C 0.254 -3.184 -0.252
N 0.513 -2.055 -0.962
C 1.244 -2.379 -2.068
N 1.650 -1.572 -3.042
C 1.291 -0.310 -3.180
N 0.503 0.433 -2.342
C 1.582 0.481 -4.373
C 2.339 0.217 -5.508
C 1.514 -3.807 -2.049
C 2.212 -4.642 -2.917
C 2.281 -5.984 -2.596
C 1.660 -6.492 -1.442
C 0.958 -5.668 -0.586
C 0.898 -4.312 -0.900
C -2.034 -2.439 2.558
C -2.151 -3.445 3.505
C -2.987 -3.209 4.586
C -3.688 -2.005 4.713
C -3.577 -1.005 3.760
C -2.737 -1.243 2.683
N -1.516 1.347 -0.606
H 2.969 1.026 -7.383
H 1.731 3.132 -7.141
H 0.347 3.569 -5.118
H -2.451 4.917 -2.607
H -4.318 6.155 -1.523
H -5.431 5.258 0.471
H -4.720 3.082 1.455
H 2.871 -0.719 -5.613
H 2.680 -4.245 -3.808
H 2.819 -6.663 -3.245
H 1.735 -7.550 -1.227
H 0.470 -6.052 0.301
H -1.604 -4.372 3.401
H -3.099 -3.967 5.350
H -4.326 -1.855 5.574
H -4.112 -0.069 3.849
C 3.636 0.667 0.807
N 2.822 -0.546 0.654
C 3.586 -1.515 -0.140
C 2.528 -1.156 1.970
C 1.808 -0.204 2.925
N 0.888 0.583 2.137
C 0.335 1.715 2.647
C 0.175 2.804 1.777
F 0.708 2.671 0.517
C -0.492 3.960 2.109
F -0.618 4.929 1.192
C -1.004 4.129 3.381
C -0.814 3.095 4.280
F -1.305 3.212 5.523
C -0.165 1.925 3.940
F -0.080 0.935 4.848
H 4.578 0.444 1.325
H 3.086 1.421 1.365
H 3.876 1.065 -0.180
H 4.574 -1.689 0.306
H 3.721 -1.145 -1.156
H 3.059 -2.467 -0.179
H 3.458 -1.518 2.430
H 1.904 -2.036 1.779
H 2.538 0.441 3.436
H 1.336 -0.809 3.708
H -1.529 5.029 3.661
*
```